Formula: C4H11PS2
Source: the OMol25 dataset
Level of theory: the ωB97M-V functional and the def2-TZVPD basis

```
18
Properties=species:S:1:pos:R:3
S 1.819 1.218 0.836
S 2.956 0.173 -0.420
P -1.068 0.688 -0.104
C 3.256 -1.484 0.343
C -1.283 -0.538 -1.483
C -1.498 0.145 1.628
C -1.791 2.077 -0.788
H -1.845 0.051 -2.206
H -0.240 -0.693 -2.045
H -1.966 2.822 -0.071
H 3.779 -1.935 -0.460
H -1.699 -1.522 -1.263
H 3.713 -1.283 1.285
H 2.533 -2.338 0.536
H -2.281 0.970 2.018
H -1.914 -0.873 1.644
H -0.662 0.182 2.364
H -1.808 2.341 -1.812
```

Summary:
ΔE to the lowest compared entry with this formula, charge and spin, kJ/mol: 372.6
Spin multiplicity: 1
Gap between HOMO and LUMO (spin up / spin down), eV: 6.84 / 5.85
Electronic energy, eV: -35282.2334